(1)
A 2-piece molecular cluster, C2H8N3O overall. Source: the Open Molecules 2025 dataset; level of theory: ωB97M-V/def2-TZVPD.

## Properties
**Net charge**: +1
**HOMO-LUMO gap**: 10.301 eV
**Spin multiplicity**: 1

Each line ends with the Mulliken charge.
Positions of all 14 atoms, in Å:
C -2.26645 -0.20069 0.34899  0.14
N -3.10625 -0.35175 -0.66819  -0.31
O -1.13060 0.25532 0.20592  -0.71
H -2.62070 -0.45212 1.35302  0.36
H -3.94908 -0.90012 -0.57846  0.23
H -2.82250 -0.08302 -1.60086  0.25
N 1.51003 -0.84704 -0.14414  -0.19
C 2.41030 0.08235 0.04723  0.20
N 2.19442 1.25906 0.56644  -0.30
H 0.53777 -0.73322 0.14768  0.23
H 1.74650 -1.58312 -0.78798  0.27
H 3.35085 -0.05468 -0.48009  0.33
H 2.60066 2.13151 0.27429  0.25
H 1.54504 1.47753 1.31616  0.25

Atoms 1-6, force components in eV/Å:
C 0.8 0.5 0.0
N -0.6 -0.4 -0.2
O 0.2 -0.2 0.1
H -0.3 -0.3 -0.1
H 0.0 0.3 0.1
H 0.1 -0.1 0.2

=====

(2)
C18H43F6NNiO6S2Si2 as an isolated structure. Source: the Open Molecules 2025 dataset; level of theory: ωB97M-V/def2-TZVPD.

## Properties
**Net charge**: 0
**HOMO-LUMO gap (alpha / beta)**: 9.645 / 7.806 eV
**Spin multiplicity**: 3

Each line ends with the Mulliken charge.
Positions of all 79 atoms, in Å:
O 1.07159 3.10860 -0.43648  -0.05
O 1.91340 4.56466 -3.27196  -0.01
C 0.11221 3.55828 0.53384  -0.02
C 0.20483 3.06038 1.96914  -1.19
H -0.88272 3.32191 0.12806  0.11
H 0.19664 4.66029 0.50794  0.34
H -0.00005 1.98437 2.06615  0.10
H -0.56586 3.57358 2.55977  0.39
H 1.18930 3.27639 2.39971  0.36
C 2.10519 2.17725 -0.00943  0.44
C 3.42714 2.90663 0.12172  -1.32
H 2.15511 1.39955 -0.80199  -0.04
H 1.85086 1.68546 0.95464  0.10
H 3.68345 3.40078 -0.82962  0.05
H 4.22464 2.19844 0.38399  0.46
H 3.38162 3.66987 0.91296  0.27
C 2.68533 4.14108 -4.41929  -0.47
C 2.07305 5.94361 -2.90074  -0.20
C 3.94425 3.39788 -4.03410  -1.35
H 2.92969 5.00946 -5.06176  0.45
H 2.01171 3.47983 -4.98117  0.38
H 4.63770 4.06153 -3.51039  0.32
H 4.42983 3.04715 -4.94912  0.42
H 3.69891 2.53666 -3.40324  0.19
C 3.49906 6.36476 -2.60936  -1.38
H 1.43991 6.06404 -2.01156  0.20
H 1.65276 6.57659 -3.70236  0.33
H 3.95868 5.70612 -1.86813  0.22
H 3.49953 7.38267 -2.21263  0.42
H 4.11022 6.36591 -3.51424  0.38
H 0.24245 3.14680 -2.21587  -0.61
Ni -1.07347 -0.32148 -0.58805  0.17
C -0.43345 2.65460 -2.95283  0.94
Si -1.38245 3.84574 -4.07338  0.54
H 0.19832 1.97193 -3.53638  0.32
H -1.12440 2.03608 -2.36788  -0.55
C -1.85019 5.37507 -3.08973  -0.95
C -2.92628 3.00857 -4.75381  -1.04
C -0.44356 4.41258 -5.60583  -0.94
C -2.39523 0.76644 0.12062  -0.24
Si -3.76413 -0.54959 0.23567  0.03
H -2.55900 1.61283 -0.56447  0.49
H -2.11083 1.19536 1.09480  0.43
C -4.84620 -0.23162 -1.26276  -1.07
C -4.64520 -0.13803 1.84670  -1.13
C -3.38674 -2.38197 0.37537  -0.69
H -0.97514 5.25153 -6.08232  0.37
H -0.38241 3.60262 -6.34141  0.30
H 0.57386 4.75947 -5.39140  0.10
H -2.53545 5.11647 -2.27007  0.31
H -2.35074 6.10562 -3.73888  0.35
H -0.95684 5.84857 -2.66135  0.23
H -3.39768 2.34923 -4.01434  0.18
H -2.68195 2.41090 -5.64167  0.30
H -3.66838 3.75795 -5.06205  0.30
H -4.62629 0.95025 1.99487  0.33
H -4.13037 -0.60128 2.69895  0.31
H -5.69150 -0.47886 1.85045  0.35
H -2.74699 -2.59348 1.24340  0.10
H -2.86954 -2.78526 -0.50645  0.18
H -4.31258 -2.96717 0.51344  0.41
H -5.84555 -0.67615 -1.16837  0.35
H -4.38479 -0.62245 -2.17899  0.33
H -4.96276 0.85211 -1.38740  0.30
F 0.62039 -2.69659 4.18718  -0.18
C 0.37106 -2.87656 2.87001  0.47
F 1.06009 -3.95536 2.44648  -0.20
F -0.95486 -3.13118 2.73132  -0.21
S 0.77678 -1.29560 1.88019  0.93
O -0.11689 -0.30461 2.44320  -0.62
O 2.20121 -1.09128 1.87792  -0.57
N 0.21139 -1.50105 0.28448  -0.29
S 1.06130 -1.59002 -1.09265  1.27
O 0.28039 -0.64184 -1.95324  -0.69
O 2.48665 -1.47734 -1.05981  -0.53
C 0.44848 -3.24137 -1.72495  0.51
F 0.89267 -4.28641 -0.99960  -0.19
F -0.90963 -3.26472 -1.71202  -0.18
F 0.85400 -3.39751 -3.00524  -0.19

Atoms 1-6, force components in eV/Å:
O 0.6 -1.0 1.3
O 0.8 0.4 -0.4
C -0.1 0.6 -0.4
C 0.0 -0.2 -0.1
H 0.1 0.0 0.1
H -0.1 -0.3 0.2

=====

(3)
A 2-piece molecular cluster, C5H15NO overall. Source: the Open Molecules 2025 dataset; level of theory: ωB97M-V/def2-TZVPD.

## Properties
**Net charge**: 0
**HOMO-LUMO gap**: 10.296 eV
**SMILES**: CCCNCC.O
**Spin multiplicity**: 1

Each line ends with the Mulliken charge.
Positions of all 22 atoms, in Å:
C -0.75162 1.46254 -1.74327  -1.23
C -0.97770 -0.06753 -1.60084  -0.14
C -1.13614 -0.54052 -0.17130  -0.92
N 0.12710 -0.87371 0.61633  -0.45
C 1.03382 0.26887 0.81643  -0.14
C 2.42211 0.05748 0.24409  -1.31
H 0.29242 1.77504 -1.70751  0.31
H -1.31634 2.02245 -1.00079  0.32
H -1.03164 1.77418 -2.75448  0.35
H -1.88888 -0.34880 -2.12537  0.35
H -0.09619 -0.48190 -2.09266  0.18
H -1.70167 -1.46625 -0.06006  0.42
H -1.61154 0.19633 0.48073  0.42
H 0.55309 -1.59858 0.04038  0.27
H 0.61443 1.21874 0.49716  0.19
H 1.09756 0.38905 1.90503  0.26
H 2.82703 -0.86105 0.68217  0.38
H 2.42401 -0.18632 -0.81982  0.31
H 3.09270 0.87100 0.47722  0.38
O -1.14498 -1.20969 3.06467  -0.73
H -0.73566 -1.09597 2.17731  0.49
H -2.09195 -1.30535 3.07455  0.29

Atoms 1-6, force components in eV/Å:
C -0.2 -0.2 -0.6
C 0.4 1.2 0.1
C 1.3 -0.5 1.8
N -1.0 0.4 -1.8
C 0.1 0.0 0.8
C -0.2 -1.1 0.1

=====

(4)
C51H49BCl3GeNO9PPbS2 as an isolated structure. Source: the Open Molecules 2025 dataset; level of theory: ωB97M-V/def2-TZVPD.

## Properties
**Net charge**: -1
**HOMO-LUMO gap**: 5.497 eV
**Spin multiplicity**: 1

Each line ends with the Mulliken charge.
Positions of all 119 atoms, in Å:
Pb -0.58812 0.69851 -0.35242  0.35
C -1.72819 1.79867 3.88864  -0.94
O -0.63063 1.61106 2.99427  0.48
C 0.39048 2.52201 3.29698  -0.70
C 1.35380 2.71798 2.15746  0.03
O 1.50005 1.49194 1.46509  0.33
C 2.75910 1.26946 0.86148  -0.96
H -1.78491 1.01027 4.61013  0.21
H -2.65949 1.82852 3.32285  0.16
H -1.64430 2.76331 4.43332  0.43
H 0.89946 2.10765 4.18868  0.21
H -0.01572 3.51369 3.54641  0.44
H 2.31025 3.07357 2.49047  0.46
H 0.92925 3.46283 1.51184  -0.37
H 3.58229 1.47935 1.56353  0.40
H 2.80325 1.94075 -0.02072  0.34
H 2.77200 0.22602 0.54690  0.10
O -2.48988 0.89401 1.08338  -0.33
C -3.54334 0.20442 0.84528  -0.35
C -4.08325 -0.86344 1.65292  0.76
C -5.49781 -0.87316 1.80384  -0.30
C -6.08741 -1.78616 2.65385  -0.53
C -5.32641 -2.72716 3.36085  -0.91
C -3.91214 -2.72554 3.25272  -0.46
C -3.22480 -1.80623 2.42724  0.32
O -1.93545 -1.58838 2.33642  0.50
N -7.52183 -1.78313 2.82891  1.02
O -7.98060 -2.62344 3.60861  -0.63
O -8.11835 -0.89096 2.25382  -0.62
H -4.14752 0.51874 -0.06861  0.39
H -6.08844 -0.13631 1.26244  0.59
H -5.80513 -3.42670 4.00963  0.52
H -3.31516 -3.44399 3.81615  0.13
Cl -4.66913 -2.75136 -6.00331  -0.26
C -3.60367 -2.23447 -4.80433  0.51
C -2.95001 -1.02913 -4.72980  -0.80
C -2.25972 -0.71245 -3.58286  0.84
Cl -1.45853 0.80277 -3.61135  -0.11
C -2.09083 -1.58255 -2.45022  -1.41
O -1.43220 -1.32370 -1.35834  -0.13
C -2.69950 -2.84866 -2.63979  0.55
Cl -2.65323 -3.91932 -1.30787  -0.16
C -3.42950 -3.17707 -3.78517  -0.84
H -3.07301 -0.27586 -5.54114  0.36
H -3.89478 -4.14056 -3.84424  0.45
Ge -0.21856 -2.21555 2.54464  0.86
C -0.07241 -4.03669 2.01763  0.34
C 0.74024 -4.36500 0.90489  -0.30
C 0.66553 -5.63034 0.36826  -0.46
C -0.16420 -6.59266 0.94591  -0.59
C -0.92569 -6.29340 2.05688  -0.88
C -0.83302 -5.01170 2.60353  0.15
C 0.22667 -2.00455 4.45725  0.54
C -0.71793 -2.19061 5.50035  0.01
C -0.35164 -1.98639 6.81248  -0.54
C 0.96274 -1.62886 7.11173  -0.48
C 1.96033 -1.67826 6.16282  -0.73
C 1.56243 -1.79590 4.79557  -0.46
H 0.71216 -1.46804 1.58513  -0.58
H 1.33097 -3.61327 0.38990  0.33
H 1.17269 -5.96725 -0.52629  0.45
H -0.21150 -7.55556 0.50278  0.42
H -1.54877 -7.03987 2.51655  0.45
H -1.42799 -4.76976 3.52176  0.17
H -1.69331 -2.59198 5.28180  0.20
H -1.05448 -2.15382 7.63233  0.38
H 1.16339 -1.43124 8.16489  0.36
H 2.99240 -1.58236 6.46368  0.39
H 2.31965 -1.73271 4.02351  0.37
C 6.37656 -4.54934 -2.92071  -1.56
C 5.51061 -4.05996 -4.09995  2.31
C 6.48356 -3.68396 -5.23952  -2.02
C 4.49367 -5.16371 -4.55916  -1.53
C 4.68854 -2.88322 -3.70782  0.41
C 4.57106 -1.76751 -4.53968  -0.38
C 3.74823 -0.66577 -4.17872  -1.62
C 3.05887 -0.72643 -3.02207  0.68
O 2.14356 0.18291 -2.49563  -0.77
B 1.50419 -0.46112 -1.39700  0.24
O 2.16922 -1.70153 -1.15663  0.15
C 3.12534 -1.87854 -2.22070  0.02
C 3.94006 -2.95373 -2.52452  -1.04
H 6.94503 -5.44948 -3.21753  0.41
H 5.85212 -4.80770 -1.98655  0.27
H 7.10397 -3.76914 -2.67122  0.40
H 7.13045 -4.53901 -5.53591  0.38
H 7.13012 -2.83407 -4.97203  0.46
H 5.98949 -3.41156 -6.18580  0.41
H 5.07884 -6.02162 -4.87616  0.42
H 3.89976 -4.77525 -5.41519  0.35
H 3.79860 -5.42390 -3.78312  0.34
H 5.19169 -1.76394 -5.41363  0.38
H 3.66422 0.19764 -4.84264  0.48
H 3.99029 -3.73341 -1.75773  0.32
S 1.45457 4.89038 -1.84219  -0.52
P -0.30336 5.36924 -1.00950  0.88
S -1.46036 4.07026 -0.06349  -0.46
C -1.42209 6.01212 -2.28934  0.36
C -1.20813 5.80809 -3.62408  -0.30
C -2.04689 6.38705 -4.58945  -0.53
C -3.04363 7.25355 -4.21997  -0.48
C -3.33602 7.37407 -2.87375  -0.59
C -2.52947 6.72633 -1.89146  -0.40
C 0.05674 6.72178 0.15936  0.22
C 0.97946 7.67535 -0.22756  -0.65
C 1.36516 8.69750 0.66441  -0.60
C 0.85477 8.70920 1.97574  -0.39
C -0.13091 7.78862 2.29965  -0.54
C -0.56583 6.84881 1.38847  -0.20
H -0.30416 5.19015 -3.87242  0.22
H -1.85326 6.20346 -5.63453  0.38
H -3.63988 7.76144 -4.94520  0.40
H -4.12554 8.06710 -2.57539  0.32
H -2.72658 6.84836 -0.81581  0.29
H 1.37237 7.68946 -1.22967  0.38
H 2.18128 9.36262 0.34466  0.31
H 1.16637 9.37856 2.77757  0.36
H -0.51965 7.75500 3.31832  0.34
H -1.34964 6.12484 1.68331  0.29

Atoms 1-6, force components in eV/Å:
Pb 1.8 0.0 -1.4
C 0.0 0.9 -0.5
O -0.8 0.5 0.0
C 0.7 -0.2 1.1
C -0.7 -0.5 -0.5
O -0.1 -0.7 0.4